Entry from OMol25: 10 unconnected molecules or ions with the total composition C50H116N4O14 (ωB97M-V/def2-TZVPD).

```
184
Properties=species:S:1:pos:R:3:forces:R:3:lowdin_charge:R:1
C -0.92342 -2.47212 -7.04743 0.8 -1.2 0.0 -0.058
C -1.69641 -1.21053 -7.03762 -0.2 2.2 0.8 -0.509
C -1.81948 -0.70270 -8.49957 -1.8 -1.0 0.9 -0.034
C -3.06918 -1.31592 -6.31468 0.6 0.9 -0.1 -0.106
C -2.95715 -1.53239 -4.76326 -1.2 -0.7 0.6 -0.173
C -2.21295 -0.40493 -4.06820 1.4 -0.3 0.1 -0.150
C -0.86353 -0.18694 -4.79513 0.8 0.8 0.3 -0.444
C -0.26933 1.21165 -4.26195 -0.9 -2.2 -0.5 -0.022
C 0.13473 -1.31948 -4.41692 -0.8 -0.6 -0.3 -0.021
N -1.02398 -0.03444 -6.28583 -0.9 -0.9 0.6 -0.077
O 0.29372 0.09565 -6.79698 0.5 0.8 -0.3 -0.067
H -1.36412 -3.23678 -7.66373 -0.5 0.0 -0.8 0.087
H 0.08327 -2.32416 -7.42364 0.2 0.1 0.0 0.091
H -0.86984 -2.99540 -6.11233 0.2 0.1 0.7 0.060
H -0.83029 -0.62506 -8.90952 0.3 0.1 -0.4 0.067
H -2.45019 -1.46903 -9.03406 0.8 0.8 0.2 0.100
H -2.36631 0.25449 -8.51288 0.4 -0.3 -0.1 0.085
H -3.51841 -0.32221 -6.58748 -0.1 -0.8 0.8 0.128
H -3.67822 -2.07682 -6.79821 0.0 -0.2 0.1 0.111
H -3.98065 -1.66982 -4.31851 0.7 0.4 -0.5 0.114
H -2.47940 -2.48977 -4.43501 -0.1 0.5 -0.9 0.105
H -1.94831 -0.55480 -2.97839 -0.4 -0.4 -1.1 0.134
H -2.74831 0.51973 -4.06069 -0.7 0.7 -0.4 0.101
H -0.21654 1.14196 -3.19180 0.5 -0.2 0.7 0.055
H -1.01965 1.97682 -4.39916 0.1 0.5 -0.8 0.076
H 0.72139 1.35150 -4.69456 -0.1 0.5 0.1 0.075
H 0.69085 -0.96174 -3.56479 0.0 -0.4 0.5 0.042
H 0.83514 -1.56221 -5.21014 0.2 0.4 -0.2 0.074
H -0.37295 -2.30810 -4.24490 0.4 1.1 0.4 0.087
H 0.47118 1.05703 -6.72498 -0.2 -0.8 -0.3 0.111
C 3.03876 -6.63450 3.01885 -0.7 0.6 0.3 -0.017
C 1.65069 -6.20247 2.52089 0.9 0.5 0.8 -0.548
C 1.04478 -7.39565 1.84268 -1.0 0.6 0.8 -0.037
C 0.69650 -5.85594 3.67899 0.1 -0.5 -2.1 -0.165
C 0.99353 -4.55913 4.24928 -0.6 3.0 1.7 -0.186
C 0.97851 -3.40825 3.20662 -0.1 -1.3 -0.2 -0.116
C 1.95313 -3.65587 2.07460 0.5 -1.2 -1.3 -0.464
C 1.69227 -2.68375 0.89123 -1.8 -0.4 0.4 -0.026
C 3.44802 -3.50931 2.46076 -0.5 0.1 1.8 -0.018
N 1.61255 -5.04216 1.60765 -0.3 0.3 -0.9 -0.066
O 2.52728 -5.28384 0.54959 1.4 0.1 0.4 -0.034
H 2.75055 -7.54748 3.54371 1.0 -0.1 0.2 0.083
H 3.77047 -6.76925 2.22008 -0.3 -0.3 0.0 0.087
H 3.43165 -5.88894 3.70284 0.2 -0.2 0.3 0.061
H 1.01351 -8.21994 2.60413 -0.6 0.6 -1.0 0.111
H 0.10442 -6.96258 1.46045 -0.2 -1.1 0.1 0.094
H 1.64972 -7.67460 1.03285 0.8 -0.7 -1.2 0.060
H -0.23511 -5.74015 3.13713 -0.6 -0.2 0.2 0.088
H 0.59165 -6.66804 4.36843 0.1 -0.5 0.5 0.127
H 0.24805 -4.27141 5.02981 0.2 -0.3 -0.5 0.124
H 1.92058 -4.49311 4.81713 0.4 -0.3 -0.2 0.107
H 1.20119 -2.52031 3.70092 0.8 1.7 1.0 0.098
H -0.00227 -3.17784 2.78730 -0.2 -0.6 -0.1 0.115
H 1.73736 -1.65973 1.26011 -0.2 0.1 0.1 0.067
H 0.69492 -2.86018 0.40330 0.6 0.2 0.8 0.104
H 2.36610 -2.74923 0.07494 1.1 -0.4 -0.5 0.057
H 3.62280 -3.76643 3.51069 -0.3 -0.4 0.0 0.066
H 3.62482 -2.45210 2.52205 0.5 0.7 -0.6 0.067
H 4.22296 -4.05256 1.92701 -0.4 0.2 -0.6 0.086
H 2.09429 -5.68721 -0.18746 -1.0 -0.3 -0.4 0.091
C -1.39850 5.34324 -1.01042 0.5 0.8 -0.2 -0.028
C -0.55773 6.02297 -2.11524 -0.2 0.2 0.3 -0.495
C -1.41863 6.07337 -3.40523 -0.4 -0.8 0.0 -0.048
C -0.15989 7.50303 -1.83245 -0.6 -1.1 -0.7 -0.147
C 0.95583 7.62579 -0.83238 0.5 1.3 2.1 -0.204
C 2.18971 6.79549 -1.21199 1.0 2.1 -2.4 -0.160
C 1.86171 5.33122 -1.46285 0.1 1.1 1.2 -0.489
C 2.97059 4.64652 -2.22526 1.0 -0.1 0.6 -0.036
C 1.69972 4.75456 0.02291 -0.7 -1.4 -0.9 -0.003
N 0.71826 5.29879 -2.38691 -0.8 -0.6 0.0 -0.060
O 0.38935 3.90107 -2.50098 -0.3 -0.2 -1.2 -0.069
H -2.42149 5.68541 -1.07593 -0.4 0.0 -0.1 0.080
H -1.35392 4.27285 -1.11450 -0.1 -0.4 -0.1 0.064
H -1.04881 5.60021 -0.02028 0.2 0.1 0.4 0.058
H -1.87978 5.08025 -3.65802 0.7 0.6 0.1 0.088
H -2.31714 6.69970 -3.20357 0.8 0.0 -0.2 0.089
H -0.82324 6.45815 -4.26198 -0.5 -0.2 0.5 0.090
H 0.18053 7.83175 -2.83287 0.0 0.3 0.5 0.119
H -1.07704 8.07457 -1.57819 0.6 -0.3 0.0 0.131
H 1.19077 8.72943 -0.72846 0.2 -1.2 -0.3 0.125
H 0.66602 7.37685 0.23195 -0.2 0.0 -1.1 0.113
H 3.03314 6.84813 -0.50834 -0.5 0.1 0.1 0.121
H 2.61380 7.34269 -2.16763 -0.7 -1.3 1.4 0.152
H 2.74177 3.61770 -2.41717 -0.2 -0.5 -0.1 0.043
H 3.91271 4.65942 -1.68267 0.1 0.0 0.5 0.092
H 3.21010 5.12622 -3.15980 -0.4 0.3 -0.5 0.088
H 0.77521 4.14855 0.03080 0.7 -0.4 0.0 0.057
H 1.48920 5.44975 0.81757 0.1 1.0 -0.1 0.054
H 2.58915 4.18914 0.39561 -0.7 0.1 -0.7 0.082
H 0.24444 3.75438 -3.46380 0.3 0.2 0.9 0.102
C -3.55938 -1.58468 0.63473 0.8 1.3 1.0 -0.043
C -4.26129 -2.89163 1.01813 1.1 -0.4 -0.6 -0.518
C -5.74688 -2.77347 0.96788 -2.5 0.6 -1.4 -0.045
C -3.70294 -3.89512 -0.05613 -1.1 0.7 0.1 -0.138
C -3.90539 -5.33396 0.34060 1.0 0.8 -0.3 -0.163
C -3.30526 -5.60204 1.69671 1.9 -0.3 -0.6 -0.145
C -3.72892 -4.70267 2.79677 -1.3 1.0 1.6 -0.533
C -5.09360 -5.15388 3.39505 0.2 0.2 0.3 -0.016
C -2.71438 -4.73096 3.94258 -0.1 -0.3 -0.4 -0.028
N -3.72500 -3.32307 2.31505 0.7 1.0 0.8 -0.049
O -4.10864 -2.45344 3.46768 0.9 0.6 -1.9 -0.054
H -2.48243 -1.80670 0.48568 -0.5 0.3 0.4 0.083
H -3.88076 -1.10427 -0.28920 -0.4 -0.4 -0.2 0.079
H -3.65239 -0.76584 1.40705 0.1 -0.9 -0.6 0.095
H -6.16967 -2.18609 1.77750 0.4 0.3 0.3 0.077
H -6.06577 -2.23290 0.01555 0.4 -0.7 1.0 0.106
H -6.38584 -3.68706 1.00142 1.0 0.2 -0.2 0.082
H -4.15007 -3.66116 -1.04209 -0.5 -0.2 0.5 0.130
H -2.68349 -3.68318 -0.28704 1.1 0.1 0.5 0.096
H -4.95015 -5.46868 0.34269 -1.4 -0.8 -0.1 0.092
H -3.41368 -5.88715 -0.45293 -0.2 -0.7 0.1 0.117
H -2.21853 -5.43966 1.66182 0.1 0.1 -0.6 0.115
H -3.34542 -6.63697 2.00568 -0.6 -0.4 0.1 0.126
H -5.48534 -4.41877 4.08801 0.4 0.2 0.5 0.072
H -4.99612 -6.11960 3.93862 -0.2 0.5 -0.6 0.098
H -5.87310 -5.13776 2.65171 -0.2 -0.7 -0.6 0.058
H -2.61543 -5.75783 4.21545 0.2 -0.9 0.5 0.078
H -3.09713 -4.19378 4.79907 0.1 0.2 0.1 0.084
H -1.71792 -4.40034 3.64578 -0.3 0.3 0.0 0.058
H -3.46468 -1.68934 3.39157 -0.9 -1.4 0.1 0.099
C 4.93256 4.01985 2.91556 -0.7 0.1 0.3 -0.056
C 4.84869 2.53508 2.56883 -1.3 -1.2 -1.4 -0.414
C 3.48482 1.87062 2.86194 -0.5 2.0 1.4 -0.052
O 5.02117 2.34983 1.11833 0.7 0.6 0.0 -0.104
H 4.07659 4.67937 2.64164 0.3 -0.9 0.0 0.086
H 5.79576 4.42637 2.44587 0.8 0.3 -0.6 0.062
H 5.13100 4.15331 3.98670 -0.3 -0.2 -0.1 0.083
H 5.68020 2.03340 3.10241 -0.4 0.0 -0.3 0.138
H 2.64549 2.34024 2.28741 0.9 -0.1 0.3 0.080
H 3.24977 2.02900 3.92916 -0.1 0.1 -0.2 0.084
H 3.39397 0.82273 2.73724 0.5 -1.2 -0.5 0.049
H 4.63508 1.53042 0.75113 0.0 0.1 0.9 0.051
C -0.82450 4.37874 3.20736 -1.6 0.7 0.7 -0.041
C -2.27327 4.89312 3.51253 0.7 0.4 -0.5 -0.429
C -3.30278 4.27861 2.54185 -0.8 -0.7 1.6 -0.048
O -2.61268 4.67622 4.91011 0.7 -0.7 -0.5 -0.083
H -0.66729 4.55599 2.15512 0.3 -0.1 -0.4 0.049
H -0.78017 3.30048 3.41714 0.2 0.3 0.0 0.075
H -0.13488 4.99351 3.79975 0.1 -0.5 -0.1 0.085
H -2.23970 6.00992 3.40012 -0.3 -0.9 0.0 0.141
H -3.21462 4.60224 1.52358 0.3 0.4 -0.5 0.055
H -4.32199 4.49753 2.90897 0.4 0.3 -0.2 0.080
H -3.29191 3.17243 2.52698 0.5 0.4 0.1 0.078
H -1.95838 4.02543 5.24069 -0.6 0.5 -0.2 0.083
O 4.39593 -0.58485 0.11479 0.1 1.4 1.2 -0.071
C 5.60607 -1.07599 -0.39663 0.2 -0.4 0.5 -0.240
C 6.84308 -0.28038 -0.09632 1.0 0.9 -0.2 -0.223
O 6.96126 0.97880 -0.80469 -0.5 -0.6 0.6 -0.077
H 3.63808 -0.93326 -0.34610 -0.2 -0.4 -0.5 0.044
H 5.79194 -2.05585 0.04155 0.0 -0.4 -0.2 0.121
H 5.53896 -1.12527 -1.45914 0.0 -0.4 -1.0 0.107
H 7.67508 -0.92181 -0.42324 -0.2 0.2 -0.3 0.122
H 7.09371 -0.11611 0.95358 -0.6 0.0 0.3 0.121
H 6.55950 1.65405 -0.22984 0.1 -0.1 -0.2 0.056
O 3.89165 0.90830 -4.50740 0.2 0.0 0.2 -0.075
C 4.27540 1.29349 -3.16396 -0.6 -0.1 -0.4 -0.186
C 3.03300 0.95847 -2.32905 0.6 -1.2 -2.8 -0.203
O 2.77526 -0.48255 -2.43879 0.2 0.7 -1.0 -0.120
H 4.63515 0.90119 -5.12374 0.0 0.1 0.4 0.095
H 5.14866 0.74286 -2.79393 -0.1 0.1 -0.2 0.107
H 4.48566 2.37184 -3.12387 0.0 -0.2 0.0 0.113
H 2.17002 1.41099 -2.81413 0.0 0.6 0.5 0.099
H 3.21117 1.24796 -1.34135 -0.1 0.2 1.6 0.083
H 2.71145 -0.60198 -3.43737 0.2 0.0 1.7 0.107
O -3.56066 2.47130 6.57278 0.7 0.5 0.5 -0.047
C -4.43486 1.83627 5.71707 -0.9 -1.7 -1.8 -0.274
C -3.80467 0.51553 5.26463 1.1 0.5 0.6 -0.217
O -2.56163 0.78512 4.56084 0.0 0.0 0.7 -0.101
H -3.58470 3.40053 6.34758 0.1 0.5 0.0 0.062
H -5.36752 1.57945 6.21487 -0.3 0.1 0.2 0.114
H -4.68143 2.38570 4.78049 0.3 0.1 0.7 0.126
H -4.43969 -0.11109 4.65475 -0.2 0.3 -0.6 0.099
H -3.63148 -0.11671 6.14198 0.3 0.2 0.2 0.119
H -1.94995 1.25152 5.18273 -1.0 -0.6 -0.6 0.091
O -1.41339 1.82256 0.35322 -1.2 0.4 -1.1 -0.036
C -0.30261 1.31614 0.97347 0.2 -1.4 1.3 -0.310
C 0.83750 0.98816 0.07113 -2.2 -3.3 -0.2 -0.160
O 0.23557 -0.06639 -0.86666 3.1 0.9 -0.5 -0.131
H -1.68553 1.13947 -0.27716 -0.1 0.3 0.0 0.087
H 0.02642 2.02691 1.68416 0.5 1.1 0.8 0.082
H -0.58220 0.44087 1.59482 0.2 0.0 -0.4 0.133
H 1.54240 0.44860 0.70099 0.7 0.4 -0.2 0.096
H 1.15154 1.88482 -0.38541 0.8 0.7 -1.1 0.081
H 1.02121 -0.42378 -1.43871 -1.9 0.9 1.3 0.078
```
Positions in Å, forces in eV/Å.

## Properties
SMILES: CC1(C)CCCC(C)(C)N1O.CC1(C)CCCC(C)(C)N1O.CC1(C)CCCC(C)(C)N1O.CC1(C)CCCC(C)(C)N1O.CC(C)O.CC(C)O.OCCO.OCCO.OCCO.OCCO
Net charge: 0
Molar mass: 997.49 g mol⁻¹
E_HOMO: -8.2 eV
DFT total energy: -3246.73358 Eh
Orbital gap: 8.619 eV
Lowest unoccupied orbital energy: 0.441 eV
Relative energy (zero: lowest compared OMol25 entry of this formula, charge and spin): 0.331 eV

***

Entry from OMol25: a molecular structure, C50H32N13S3Tl (ωB97M-V/def2-TZVPD).

```
99
Properties=species:S:1:pos:R:3:forces:R:3:lowdin_charge:R:1
Tl -0.26516 0.87464 0.13737 0.0 -0.5 1.0 0.859
C 3.60016 4.51246 3.67334 0.2 -0.2 0.0 -0.077
C 2.44434 5.25074 3.93705 -0.2 0.2 0.0 -0.074
C 1.33357 5.13646 3.12943 0.1 0.0 -0.1 -0.009
C 1.39461 4.25107 2.06402 0.4 -0.3 0.0 -0.113
C 0.36881 3.77148 1.17819 1.2 -0.6 -0.4 -0.289
N 0.89817 2.82803 0.36023 -0.1 0.7 -0.1 0.086
C 2.18447 2.59261 0.74324 0.2 0.6 0.2 -0.243
N 2.95896 1.68145 0.04412 -0.5 0.5 -0.7 0.086
C 2.50709 1.30118 -1.24848 0.0 -0.1 -0.3 -0.243
C 3.18422 1.33539 -2.48601 -0.6 0.0 0.1 -0.129
C 4.39923 1.87195 -2.93945 0.3 0.0 -0.2 -0.049
C 4.78186 1.61524 -4.23373 0.2 0.3 0.4 -0.094
C 3.96629 0.88013 -5.10900 -0.4 -0.2 -0.3 -0.094
C 2.74702 0.39199 -4.70583 0.3 0.0 -0.4 -0.022
C 2.35503 0.59862 -3.38595 -0.2 0.0 0.8 -0.102
C 1.20896 0.18679 -2.64685 1.2 0.9 0.4 -0.287
N 0.24257 -0.61770 -3.08614 -1.7 -1.0 -0.1 0.222
C -0.93677 -0.66151 -2.54689 1.1 -0.1 -0.7 -0.305
N -1.43962 0.25615 -1.65046 -1.2 0.4 -0.1 0.065
C -2.75577 0.04274 -1.47080 1.1 0.4 -0.3 -0.288
N -3.58891 0.84394 -0.81339 -0.7 0.0 0.3 0.206
C -3.19340 1.92374 -0.17465 0.9 0.1 0.0 -0.282
N -1.91511 2.35015 0.03717 -0.5 0.1 -0.7 0.046
C -1.91883 3.48578 0.80467 0.6 0.2 0.3 -0.294
N -0.90529 4.13682 1.29613 -1.4 0.2 -0.1 0.214
C -3.29943 3.82453 1.11093 -0.9 -0.2 -0.1 -0.106
C -3.83928 4.79849 1.92743 0.1 -0.1 -0.1 -0.011
C -5.21517 4.79965 2.10538 0.0 0.0 0.0 -0.068
C -6.01899 3.86993 1.45439 -0.1 0.1 0.0 -0.074
C -5.47884 2.88938 0.63509 0.2 -0.2 0.0 -0.002
C -4.10355 2.85214 0.48901 -0.1 0.9 0.5 -0.089
C -3.13629 -1.18396 -2.17086 0.4 -0.5 -0.6 -0.110
C -4.29360 -1.94315 -2.20910 -0.1 0.1 0.1 -0.009
C -4.26624 -3.15029 -2.89136 -0.1 0.0 0.0 -0.075
C -3.11676 -3.58637 -3.54484 0.0 0.0 -0.1 -0.077
C -1.96453 -2.82051 -3.54801 0.1 0.2 0.0 0.001
C -1.98004 -1.61947 -2.85518 -0.7 -0.2 0.1 -0.100
N 1.34011 0.64614 -1.36443 0.6 -0.4 -0.5 0.079
C 2.55985 3.48697 1.79582 -0.4 0.3 0.1 -0.107
C 3.68144 3.63309 2.61080 0.1 -0.1 0.0 -0.016
H 4.44507 4.61783 4.33824 0.1 0.0 0.0 0.100
H 2.41628 5.90463 4.79760 0.0 0.1 0.0 0.102
H 0.42467 5.68472 3.31226 -0.1 0.1 0.1 0.113
H 5.02112 2.46249 -2.28112 0.1 0.1 0.0 0.112
H 5.72831 1.98897 -4.59763 0.1 0.1 0.0 0.098
H 4.30589 0.71215 -6.12157 0.0 0.0 -0.1 0.097
H 2.10025 -0.15166 -5.37704 0.0 -0.1 -0.1 0.110
H -3.19711 5.50756 2.42411 0.1 0.1 0.1 0.115
H -5.66904 5.51908 2.77207 0.0 0.1 0.0 0.103
H -7.08922 3.91285 1.59978 -0.1 0.0 0.0 0.102
H -6.10855 2.16108 0.15036 -0.1 -0.1 -0.1 0.113
H -5.18928 -1.61348 -1.70665 -0.1 0.1 0.1 0.114
H -5.15201 -3.77018 -2.92171 -0.1 0.0 0.0 0.102
H -3.12799 -4.53539 -4.06359 0.0 0.0 0.0 0.093
H -1.07326 -3.14959 -4.06174 0.1 0.0 0.0 0.116
H 4.58115 3.05715 2.44149 0.1 0.0 0.0 0.108
C -2.50712 1.40166 5.28392 0.3 0.2 -0.3 -0.394
S -1.65539 2.62847 4.23989 -0.3 0.1 0.3 0.844
C -0.80724 1.51533 3.17088 -0.2 -0.7 -0.1 -1.089
S -1.65846 0.24263 2.37886 0.0 -0.2 -0.2 0.669
N 0.44991 1.71165 3.07113 0.7 0.9 1.2 -0.063
N 1.23891 1.08192 2.20901 0.3 -1.0 -0.4 -0.071
C 2.33183 0.54890 2.72206 -0.6 0.0 0.4 -0.082
C 3.48223 0.25850 1.99446 -0.3 0.0 -0.1 -0.175
C 4.48770 -0.53326 2.60463 0.4 -0.1 -0.2 -0.022
C 5.53435 -1.03962 1.90073 -0.3 0.2 0.3 -0.068
C 5.61867 -0.72335 0.52679 -0.3 0.2 -0.2 -0.052
C 4.72259 0.13583 -0.01914 0.7 -0.3 -0.4 -0.014
N 3.68630 0.67406 0.68689 0.1 -0.4 0.9 0.060
H -3.19820 1.95315 5.90953 -0.1 0.1 0.1 0.028
H -3.03664 0.69406 4.65313 -0.1 0.0 0.1 -0.002
H -1.76911 0.89762 5.90185 -0.1 -0.1 0.1 0.036
H 2.36940 0.36293 3.79298 0.1 0.2 0.0 0.135
H 4.36086 -0.76159 3.65067 -0.1 0.0 0.1 0.118
H 6.26750 -1.67781 2.36230 0.1 -0.1 0.1 0.105
H 6.38634 -1.15902 -0.08858 0.1 0.1 -0.2 0.107
H 4.76931 0.41049 -1.05862 0.0 0.1 0.0 0.109
S -0.26787 -6.13367 0.48860 -0.2 0.0 -0.3 0.991
C -0.26804 -4.36247 0.29356 0.1 -0.1 0.1 -0.500
C 0.93312 -3.68258 0.15516 -0.2 -0.1 0.1 -0.050
C 0.89759 -2.30395 0.07551 0.2 0.0 0.0 -0.101
N -0.22908 -1.61422 0.15295 0.1 -0.1 -0.1 -0.005
C -1.37927 -2.26657 0.26686 -0.1 -0.2 0.1 -0.152
C -1.45298 -3.64444 0.32486 0.1 0.1 0.1 -0.036
C -1.00082 -6.51332 -1.11043 0.4 0.0 0.5 -0.510
C -0.15321 -6.71529 -2.18629 -0.2 -0.1 -0.1 -0.075
C -0.72760 -7.04661 -3.40452 0.4 0.1 0.1 -0.140
N -2.02948 -7.18069 -3.57758 -0.3 -0.1 -0.6 0.062
C -2.82541 -6.97998 -2.54393 -0.2 0.1 0.4 -0.157
C -2.36742 -6.63712 -1.27861 0.0 -0.1 -0.1 -0.077
H 1.86745 -4.21766 0.12257 0.1 0.0 0.0 0.108
H 1.80222 -1.72657 -0.05077 0.2 0.1 0.0 0.110
H -2.27823 -1.66990 0.33340 0.0 0.1 0.1 0.093
H -2.40699 -4.13625 0.42364 -0.1 0.0 0.0 0.113
H 0.91522 -6.62550 -2.06982 0.1 0.0 0.0 0.104
H -0.11092 -7.21776 -4.27622 0.1 0.0 -0.1 0.108
H -3.88300 -7.10666 -2.73192 -0.1 0.0 0.0 0.109
H -3.05045 -6.48645 -0.45767 -0.1 0.0 0.1 0.105
```
Positions in Å, forces in eV/Å.

## Properties
Net charge: 0
Molar mass: 1115.48 g mol⁻¹
E_HOMO (alpha / beta): -6.4 / -6.5 eV
DFT total energy: -4003.36169 Eh
Orbital gap (alpha / beta): 4.694 / 4.920 eV
Lowest unoccupied orbital energy (alpha / beta): -1.742 / -1.554 eV
Relative energy (zero: lowest compared OMol25 entry of this formula, charge and spin): 4.054 eV